1.
Formula: C15H19NO2S
Source: OMol25
Level of theory: wB97M-V/def2-TZVPD

```
38
C15H19NO2S (wB97M-V/def2-TZVPD)
C -4.326 -2.925 0.615
C -3.034 -2.143 1.053
C -2.792 -0.789 0.187
O -1.926 -0.183 0.741
C -0.681 -0.602 0.614
C -0.234 -1.553 -0.444
C 1.067 -1.830 -0.620
C 2.164 -1.112 0.025
C 3.619 -1.415 -0.234
C 4.638 -0.417 0.381
O 3.830 -2.576 -0.918
C 1.685 0.234 0.819
C 0.307 0.436 0.909
C 0.069 1.384 1.669
S 0.213 3.057 0.905
C -0.866 2.602 -0.513
C -0.156 2.126 -1.810
C -1.241 1.159 -2.214
N -2.033 0.379 -2.840
H -4.162 -3.035 -0.459
H -5.253 -2.314 0.384
H -4.540 -3.792 1.404
H -2.315 -2.886 1.025
H -3.400 -1.897 2.094
H -2.753 -1.161 -0.870
H -3.792 -0.394 0.138
H -0.925 -2.164 -0.760
H 1.381 -2.728 -1.254
H 4.411 -0.621 1.607
H 4.554 0.407 0.130
H 5.591 -0.861 0.099
H 2.482 0.857 0.997
H 0.722 1.797 2.677
H -1.003 1.529 1.977
H -1.321 3.681 -0.799
H -1.780 2.237 0.043
H -0.026 2.816 -2.350
H 0.589 1.543 -1.348
```

The gap between HOMO and LUMO is 7.68 eV. As for the net charge: 0. Its SMILES is CCCOc1ccc(C(C)=O)cc1CSCCC#N. Its highest occupied orbital energy is -8.49 eV. The calculation puts the energy relative to the best compared isomer or geometry (same formula, charge and spin) at 335.4 kcal/mol. The multiplicity is 1.

***

2.
Formula: C21H21N3O4S
Source: OMol25
Level of theory: wB97M-V/def2-TZVPD

```
50
C21H21N3O4S (wB97M-V/def2-TZVPD)
O 3.075 2.082 -0.794
C 3.264 0.935 -0.247
O 4.516 0.289 -0.216
C 2.075 0.140 0.246
C 0.802 1.101 0.211
C -0.447 0.458 0.816
C -0.453 -0.437 1.881
N -1.683 -1.015 2.031
C -2.420 -0.580 1.028
N -1.717 0.316 0.247
C -2.254 1.144 -0.900
C -2.829 2.508 -0.580
C -1.946 3.577 -0.680
C -2.417 4.898 -0.322
C -3.689 5.118 0.256
C -4.531 3.981 0.392
C -4.142 2.725 -0.088
C 0.848 -0.684 2.556
N 2.053 -0.609 1.601
S 2.859 -2.203 1.682
O 4.134 -2.169 0.951
O 3.144 -2.615 3.089
C 1.976 -3.522 0.865
C 1.549 -3.149 -0.450
C 2.482 -3.121 -1.509
C 1.976 -2.600 -2.740
C 0.565 -2.229 -2.873
C -0.350 -2.523 -1.841
C 0.211 -2.833 -0.638
H 4.476 -0.440 0.396
H 2.028 -0.645 -0.513
H 0.524 1.535 -0.787
H 1.155 1.946 0.871
H -3.474 -1.019 0.815
H -3.070 0.467 -1.283
H -1.410 1.201 -1.664
H -0.913 3.275 -1.022
H -1.744 5.713 -0.506
H -3.899 6.067 0.721
H -5.539 4.047 0.850
H -4.773 1.897 0.008
H 1.088 0.076 3.299
H 0.828 -1.814 3.022
H 2.529 -4.371 0.924
H 0.983 -3.782 1.364
H 3.458 -3.563 -1.311
H 2.723 -2.479 -3.528
H 0.276 -1.842 -3.807
H -1.376 -2.412 -1.991
H -0.521 -2.839 0.167
```

The gap between HOMO and LUMO is 9.26 eV. As for the net charge: 0. Its SMILES is O=C(O)[C@@H]1Cc2c(ncn2Cc2ccccc2)CN1S(=O)(=O)Cc1ccccc1. Its highest occupied orbital energy is -8.89 eV. The calculation puts the energy relative to the best compared isomer or geometry (same formula, charge and spin) at 111.4 kcal/mol. The multiplicity is 1.

***

3.
Formula: C28H20F3N2OS3SbZr
Source: OMol25
Level of theory: wB97M-V/def2-TZVPD

```
59
C28H20F3N2OS3SbZr (wB97M-V/def2-TZVPD)
Zr 0.345 -1.673 -1.039
S 1.266 -0.849 -3.168
C -0.185 0.289 -0.318
C 1.218 1.630 1.524
C 0.273 2.765 1.498
C 0.884 4.013 1.839
N 1.421 4.990 2.120
C -1.065 2.762 1.236
C -1.919 1.635 0.871
C -1.518 0.548 0.186
S -2.098 -1.649 -1.549
C -1.755 4.017 1.330
N -2.342 5.005 1.367
H 2.247 1.909 1.710
H -2.969 1.745 1.126
F 3.016 6.099 -1.120
C 2.375 4.982 -1.436
C 3.110 3.831 -1.670
C 2.442 2.665 -2.013
C 1.054 2.659 -2.088
C 0.334 3.832 -1.857
C 0.992 5.004 -1.532
Sb -0.208 0.971 -2.570
C -2.536 -0.602 -0.017
C -2.383 -1.492 1.152
C -3.437 -1.923 1.887
C -4.727 -1.514 1.511
F -5.721 -1.939 2.204
C -4.978 -0.664 0.423
C -3.927 -0.203 -0.295
C 1.010 0.460 0.574
C 0.770 0.296 2.089
C 1.637 -0.632 2.825
C 2.672 -1.224 2.222
F 3.436 -2.105 2.873
C 3.010 -1.000 0.837
C 2.231 -0.225 0.049
H 4.189 3.866 -1.596
H 3.018 1.783 -2.271
H -0.748 3.838 -1.954
H 0.456 5.928 -1.357
H -1.376 -1.781 1.430
H -3.315 -2.558 2.755
H -6.001 -0.400 0.184
H -4.085 0.448 -1.146
H -0.255 0.317 2.437
H 1.397 -0.876 3.853
H 3.925 -1.452 0.471
H 2.561 0.028 -0.950
C -0.289 -6.074 -0.711
S 0.022 -4.565 -1.622
C 1.568 -4.998 -2.423
O 0.469 -3.569 -0.492
H 0.609 -6.370 -0.171
H -0.592 -6.843 -1.423
H -1.105 -5.877 -0.019
H 1.355 -5.785 -3.149
H 2.283 -5.353 -1.682
H 1.942 -4.119 -2.946
```

The gap between HOMO and LUMO is 5.05 eV. As for the net charge: +2. Its highest occupied orbital energy is -13.35 eV. The calculation puts the energy relative to the best compared isomer or geometry (same formula, charge and spin) at 99.5 kcal/mol. The multiplicity is 1.

***

4.
Formula: C3H5NO2
Source: OMol25
Level of theory: wB97M-V/def2-TZVPD

```
11
C3H5NO2 (wB97M-V/def2-TZVPD)
C 1.076 0.689 -0.294
N 0.501 -0.293 0.670
C -1.435 -0.072 0.343
C 0.661 -0.608 -0.806
O -1.751 1.045 0.727
O 0.606 -1.579 -1.481
H 0.791 -0.422 1.629
H -1.853 -1.020 0.718
H 2.148 0.854 -0.280
H 0.489 1.598 -0.396
H -1.232 -0.192 -0.829
```

The gap between HOMO and LUMO is 9.57 eV. As for the net charge: 0. Its highest occupied orbital energy is -9.06 eV. The calculation puts the energy relative to the best compared isomer or geometry (same formula, charge and spin) at 107.8 kcal/mol. The multiplicity is 1.

***

5.
Formula: C2H5NO
Source: OMol25
Level of theory: wB97M-V/def2-TZVPD

```
9
C2H5NO (wB97M-V/def2-TZVPD)
C -1.348 -0.271 -0.048
N -0.030 0.297 0.051
C 0.487 1.375 0.181
O 1.108 2.366 0.305
H -1.931 -0.061 0.854
H -1.259 -1.353 -0.160
H -1.879 0.127 -0.918
H 2.778 -1.346 -0.188
H 2.073 -1.135 -0.076
```

The gap between HOMO and LUMO is 11.17 eV. As for the net charge: 0. Its SMILES is CN=C=O.[H][H]. Its highest occupied orbital energy is -10.45 eV. The calculation puts the energy relative to the best compared isomer or geometry (same formula, charge and spin) at 37.8 kcal/mol. The multiplicity is 1.

***

6.
Formula: C4H11O4P
Source: OMol25
Level of theory: wB97M-V/def2-TZVPD

```
20
C4H11O4P (wB97M-V/def2-TZVPD)
C 1.623 1.559 -0.657
O 2.627 0.628 -0.253
P 2.331 -0.475 0.970
O 3.695 -1.242 0.796
O 2.899 0.571 2.195
O 1.974 1.682 2.492
H 0.802 0.970 -1.019
H 2.219 2.118 -1.339
H 1.304 2.380 -0.016
H 4.427 -0.537 0.652
H 1.137 1.293 2.690
C -1.820 -1.141 -1.439
C -1.866 -0.365 -0.366
C -1.195 -0.605 0.959
H -2.505 -0.876 -2.332
H -1.338 -2.120 -1.514
H -2.234 0.590 -0.518
H -1.618 -0.178 1.822
H -1.112 -1.801 1.088
H -0.163 -0.170 0.942
```

The gap between HOMO and LUMO is 10.18 eV. As for the net charge: 0. Its SMILES is COP(O)OO.C=CC. Its highest occupied orbital energy is -9.64 eV. The calculation puts the energy relative to the best compared isomer or geometry (same formula, charge and spin) at 158.7 kcal/mol. The multiplicity is 1.

***

Look up the multiplicity of the third one.
1

***

What is the highest occupied orbital energy in the fourth record?
-9.06 eV

***

Please write out number 5 again, unchanged.
Formula: C2H5NO
Source: OMol25
Level of theory: wB97M-V/def2-TZVPD

```
9
C2H5NO (wB97M-V/def2-TZVPD)
C -1.348 -0.271 -0.048
N -0.030 0.297 0.051
C 0.487 1.375 0.181
O 1.108 2.366 0.305
H -1.931 -0.061 0.854
H -1.259 -1.353 -0.160
H -1.879 0.127 -0.918
H 2.778 -1.346 -0.188
H 2.073 -1.135 -0.076
```

The gap between HOMO and LUMO is 11.17 eV. As for the net charge: 0. Its SMILES is CN=C=O.[H][H]. Its highest occupied orbital energy is -10.45 eV. The calculation puts the energy relative to the best compared isomer or geometry (same formula, charge and spin) at 37.8 kcal/mol. The multiplicity is 1.